# C32H80F4KN2O24S4

A structure of composition C32H80F4KN2O24S4 in a non-equilibrium geometry (ωB97M-V/def2-TZVPD, OMol25).

Results
E_LUMO: 1.74 eV
total energy: -5774.45982 Eh

ORCA input file:
```
! wB97M-V def2-TZVPD RIJCOSX def2/J DEFGRID3
* xyz -1 1
K 1.007 2.958 0.204
N -1.355 4.579 -1.009
S -1.141 4.581 -2.581
O 0.190 4.307 -3.036
O -1.926 5.558 -3.271
F -1.889 3.207 -2.922
S -0.969 6.122 -0.630
O -2.009 7.069 -0.622
O 0.321 6.497 -1.122
F -0.682 5.819 0.912
N -0.279 0.686 -0.057
S -0.424 0.127 -1.610
O -1.756 0.183 -2.077
O 0.441 -0.953 -1.922
F 0.281 1.336 -2.358
S -0.085 -0.653 0.782
O 1.172 -0.981 1.371
O -0.971 -1.713 0.420
F -0.769 -0.004 2.092
C -3.952 -4.533 0.367
O -3.158 -4.823 -0.754
C -2.994 -3.767 -1.688
C -4.194 -3.113 -2.346
O -5.095 -2.558 -1.403
C -6.450 -2.848 -1.663
H -3.656 -3.597 0.848
H -3.944 -5.353 1.088
H -5.011 -4.463 0.097
H -2.403 -4.223 -2.489
H -2.332 -2.988 -1.282
H -4.738 -3.825 -2.979
H -3.796 -2.303 -2.968
H -7.044 -2.360 -0.893
H -6.639 -3.927 -1.550
H -6.715 -2.528 -2.673
C 3.431 -1.369 4.255
O 3.967 -0.375 5.108
C 5.309 -0.551 5.411
C 5.920 0.715 5.986
O 5.532 1.887 5.289
C 4.377 2.510 5.822
H 2.593 -1.014 3.659
H 3.021 -2.203 4.844
H 4.254 -1.760 3.653
H 5.921 -0.936 4.585
H 5.427 -1.333 6.190
H 7.004 0.655 5.870
H 5.696 0.824 7.053
H 3.609 1.771 6.051
H 4.013 3.202 5.066
H 4.632 3.071 6.730
C -3.748 0.904 -4.475
O -4.769 1.078 -5.433
C -4.273 1.061 -6.744
C -3.490 2.303 -7.124
O -3.941 2.730 -8.404
C -3.060 3.621 -9.014
H -2.983 1.685 -4.544
H -3.236 -0.060 -4.625
H -4.120 0.902 -3.455
H -5.175 0.978 -7.357
H -3.739 0.122 -6.951
H -2.423 2.051 -7.223
H -3.577 3.111 -6.392
H -3.482 3.956 -9.962
H -2.139 3.105 -9.349
H -2.770 4.454 -8.368
C 4.168 -6.449 -3.142
O 3.195 -5.444 -3.296
C 3.110 -4.613 -2.160
C 2.039 -3.556 -2.366
O 2.202 -2.717 -3.476
C 3.301 -1.859 -3.372
H 4.428 -6.855 -4.117
H 3.795 -7.233 -2.472
H 5.082 -6.013 -2.717
H 4.074 -4.161 -1.897
H 2.769 -5.228 -1.311
H 1.995 -2.953 -1.447
H 1.101 -4.106 -2.451
H 4.207 -2.374 -3.015
H 3.101 -1.059 -2.650
H 3.580 -1.503 -4.362
C 0.121 2.032 4.115
O -0.167 3.002 3.136
C 0.166 4.308 3.537
C 1.631 4.667 3.445
O 2.005 4.734 2.081
C 3.185 5.481 1.930
H 1.137 1.635 4.003
H -0.613 1.236 4.037
H 0.054 2.424 5.141
H -0.148 4.467 4.583
H -0.433 5.032 2.987
H 2.264 3.989 4.025
H 1.685 5.689 3.847
H 3.007 6.548 2.137
H 3.512 5.456 0.892
H 3.993 5.139 2.584
C -0.007 -4.226 3.140
O 0.434 -5.024 2.073
C -0.598 -5.222 1.144
C -0.261 -6.350 0.198
O 0.024 -7.534 0.918
C 0.293 -8.600 0.048
H 0.722 -4.105 3.935
H -0.946 -4.596 3.585
H -0.341 -3.258 2.737
H -0.674 -4.327 0.508
H -1.587 -5.412 1.575
H 0.632 -6.037 -0.370
H -1.065 -6.491 -0.531
H 0.963 -8.279 -0.757
H -0.637 -9.022 -0.357
H 0.776 -9.416 0.590
C 3.818 0.869 1.565
O 3.670 1.852 0.562
C 4.123 1.541 -0.740
C 4.282 2.897 -1.426
O 3.119 3.645 -1.339
C 3.285 4.918 -1.923
H 3.408 -0.070 1.192
H 3.279 1.207 2.450
H 4.859 0.788 1.907
H 3.338 0.988 -1.271
H 5.115 1.085 -0.681
H 4.658 2.779 -2.454
H 5.133 3.385 -0.916
H 3.891 5.592 -1.302
H 2.315 5.415 -1.975
H 3.675 4.842 -2.941
C -3.487 4.202 3.834
O -3.992 3.244 2.952
C -4.574 2.118 3.578
C -5.015 1.198 2.496
O -3.899 0.658 1.840
C -4.143 -0.577 1.213
H -3.125 5.037 3.233
H -2.574 3.852 4.344
H -4.236 4.514 4.571
H -5.437 2.444 4.180
H -3.820 1.655 4.231
H -5.594 1.815 1.787
H -5.701 0.414 2.842
H -3.336 -0.724 0.493
H -5.090 -0.608 0.672
H -4.039 -1.401 1.932
*
```

# C22H22N4O2

A structure of composition C22H22N4O2 in a non-equilibrium geometry (ωB97M-V/def2-TZVPD, OMol25).

Results
energy relative to the best compared isomer or geometry (same formula, charge and spin): 556.0 kcal per mole
E_LUMO: -0.49 eV
total energy: -1220.21685 Eh

ORCA input file:
```
! wB97M-V def2-TZVPD RIJCOSX def2/J DEFGRID3
* xyz 0 1
C -3.347 4.072 1.732
H -4.211 4.719 1.779
O -2.204 4.805 1.304
C -1.013 4.378 1.081
C -0.792 3.176 0.960
C 0.485 2.601 0.890
C 1.467 3.503 0.750
C 1.425 4.799 0.511
C 0.172 5.294 0.822
H -0.172 6.332 0.853
H 2.298 5.329 0.467
H 2.729 3.024 0.349
C 0.711 1.244 0.666
N 1.956 0.491 1.236
N 1.926 -0.685 0.943
C 0.637 -1.078 0.647
C -0.211 0.129 0.329
C -1.469 0.169 -0.213
N -1.544 -0.998 -1.437
C -0.763 -0.621 -2.369
H -0.981 0.432 -3.021
H 0.340 -0.535 -1.967
H -0.784 -1.473 -3.155
C -2.986 -1.084 -1.542
C -2.919 -2.291 -2.767
N -3.861 -2.265 -3.752
O -3.930 -3.312 -4.247
C -3.005 -4.385 -3.451
C -2.673 -3.501 -2.219
H -2.127 -3.877 -1.493
H -2.911 -5.351 -3.753
H -3.300 -0.077 -2.352
H -3.570 -1.226 -0.813
H -2.233 0.059 0.455
H -1.599 1.219 -0.674
H 0.499 -2.308 0.306
C 3.016 -1.518 1.260
C 2.820 -3.016 1.420
C 4.056 -3.713 1.612
C 5.228 -3.152 2.337
C 4.956 -1.753 2.473
C 4.063 -0.999 2.297
H 4.052 0.195 2.248
H 5.914 -1.121 2.895
H 6.108 -3.658 2.484
H 3.885 -4.784 1.309
H 1.953 -3.378 0.710
H -1.717 2.338 1.298
H -3.420 3.411 0.757
H -3.005 3.527 2.708
*
```

# C3H6N2O

The molecule C3H6N2O (ωB97M-V/def2-TZVPD, OMol25).

Results
energy relative to the best compared isomer or geometry (same formula, charge and spin): 29.2 kcal per mole
E_LUMO: 0.97 eV
total energy: -302.64658 Eh
SMILES string: NC(=O)[C@H]1CN1

ORCA input file:
```
! wB97M-V def2-TZVPD RIJCOSX def2/J DEFGRID3
* xyz 0 1
N 1.730 0.113 -0.453
C 0.924 0.774 0.431
O 1.327 1.672 1.148
C -0.522 0.352 0.451
C -1.213 -0.313 -0.684
N -0.776 -1.092 0.462
H 2.721 0.259 -0.326
H 1.446 -0.800 -0.777
H -1.119 0.996 1.092
H -0.684 -0.528 -1.609
H -2.276 -0.111 -0.806
H -1.557 -1.320 1.070
*
```